Below is a structure of composition C43H48AsN9OSeV, with properties calculated with ωB97M-V/def2-TZVPD.

Calculated values
lowest unoccupied orbital energy (spin up / spin down): -12.425 / -12.014 eV
Kohn-Sham gap (spin up / spin down): 5.30 / 5.76 eV

Geometry as ORCA input:
```
! RIJCOSX wB97M-V def2-TZVPD def2/J DEFGRID3
* xyz 4 2
V 0.091 0.688 -0.344
C 0.452 0.683 -5.668
N 0.865 0.484 -4.271
C 2.205 -0.065 -4.099
C 0.030 0.651 -3.257
N 0.203 -0.035 -2.067
C 0.463 -1.453 -2.075
C 0.011 -2.216 -3.120
C 0.194 -3.612 -3.136
C 0.762 -4.228 -2.062
C 1.191 -3.479 -0.936
C 1.720 -4.162 0.188
C 2.115 -3.490 1.309
C 2.041 -2.087 1.327
C 1.601 -1.392 0.228
N 1.724 0.052 0.260
C 2.866 0.646 0.747
N 4.060 0.129 0.494
C 5.180 0.224 1.444
C 4.314 -0.769 -0.631
N 2.728 1.778 1.454
C 3.768 2.811 1.475
C 1.606 2.047 2.347
C 1.090 -2.060 -0.934
N -1.010 1.485 -3.347
C -0.970 2.702 -4.162
C -2.275 1.229 -2.666
H 0.899 -0.119 -6.255
H 0.798 1.638 -6.060
H -0.630 0.617 -5.748
H 2.240 -1.100 -4.446
H 2.486 -0.010 -3.052
H 2.896 0.530 -4.696
H -0.497 -1.746 -3.952
H -0.142 -4.182 -3.991
H 0.882 -5.302 -2.042
H 1.796 -5.239 0.142
H 2.503 -4.022 2.166
H 2.393 -1.541 2.195
H 4.846 0.646 2.386
H 5.992 0.821 1.032
H 5.542 -0.788 1.621
H 3.535 -0.660 -1.378
H 4.356 -1.805 -0.291
H 5.276 -0.501 -1.065
H 4.481 2.640 0.674
H 4.296 2.838 2.429
H 3.281 3.777 1.329
H 0.879 1.234 2.323
H 1.130 2.992 2.079
H 1.975 2.133 3.372
H 0.058 2.935 -4.428
H -1.379 3.516 -3.563
H -1.571 2.608 -5.067
H -2.296 0.210 -2.281
H -3.085 1.348 -3.386
H -2.437 1.941 -1.851
O -1.412 0.308 0.441
As -2.112 -0.734 1.762
C -3.956 -0.355 1.760
C -4.626 0.049 0.608
C -6.008 0.143 0.642
C -6.699 -0.177 1.806
C -6.020 -0.584 2.946
C -4.634 -0.674 2.937
C -1.818 -2.514 1.191
C -2.227 -2.811 -0.112
C -2.310 -4.132 -0.510
C -2.003 -5.150 0.386
C -1.607 -4.852 1.680
C -1.519 -3.530 2.097
C -1.273 -0.125 3.337
C -1.701 1.114 3.826
C -1.154 1.604 5.001
C -0.207 0.855 5.691
C 0.214 -0.376 5.205
C -0.313 -0.873 4.021
H -4.086 0.290 -0.300
H -6.551 0.463 -0.237
H -7.778 -0.105 1.825
H -6.567 -0.827 3.846
H -4.113 -0.983 3.837
H -2.516 -2.026 -0.803
H -2.643 -4.375 -1.510
H -2.097 -6.182 0.079
H -1.394 -5.647 2.380
H -1.265 -3.322 3.128
H -2.484 1.673 3.324
H -1.490 2.551 5.400
H 0.190 1.226 6.626
H 0.938 -0.958 5.759
H 0.028 -1.829 3.644
Se 3.257 3.723 -2.293
N 2.378 5.122 -1.699
C 1.274 4.685 -1.108
C 0.276 5.506 -0.514
C -0.808 4.884 0.037
C -0.897 3.476 0.027
N 0.006 2.672 -0.517
C 1.108 3.265 -1.119
N 2.052 2.550 -1.694
H 0.389 6.582 -0.512
H -1.608 5.446 0.498
H -1.747 2.985 0.489
*
```

Below is a structure of composition C43H48Br2F12N2O24S2 at a distorted geometry, with properties calculated with ωB97M-V/def2-TZVPD.

Calculated values
lowest unoccupied orbital energy: -0.435 eV
Kohn-Sham gap: 7.60 eV

Geometry as ORCA input:
```
! RIJCOSX wB97M-V def2-TZVPD def2/J DEFGRID3
* xyz 0 1
C -4.243 -5.411 4.827
C -5.609 -5.378 4.118
C -5.974 -4.002 3.514
C -5.485 -3.919 2.053
C -5.424 -2.545 1.407
C -4.127 -2.061 0.953
C -2.896 -2.911 1.190
C -2.528 -3.068 2.698
C -1.245 -2.422 3.165
F -0.987 -2.913 4.417
Br 0.278 -2.940 2.079
C -1.329 -0.838 3.279
F -0.469 -0.220 2.449
F -2.564 -0.424 2.975
Br -0.910 -0.182 5.073
C -3.975 -0.880 0.315
C -2.683 -0.357 -0.257
C -2.467 -0.920 -1.673
F -1.255 -1.613 -1.779
C -5.120 -0.075 0.098
N -5.154 1.083 -0.519
S -6.709 1.567 -0.481
N -7.357 0.319 0.291
C -6.392 -0.554 0.558
C -6.557 -1.814 1.206
C -7.887 -2.398 1.641
S -9.402 -1.759 0.890
C -10.041 -0.639 2.167
C -11.231 -1.234 2.963
H -3.984 -4.426 5.202
H -3.478 -5.770 4.141
H -4.269 -6.131 5.641
H -5.617 -6.098 3.300
H -6.403 -5.682 4.796
H -7.055 -3.958 3.538
H -5.576 -3.195 4.129
H -6.164 -4.527 1.448
H -4.531 -4.425 2.014
H -3.111 -3.912 0.824
H -2.049 -2.572 0.611
H -3.361 -2.720 3.302
H -2.397 -4.126 2.905
H -1.818 -0.624 0.334
H -2.756 0.721 -0.356
H -3.267 -1.616 -1.927
H -2.481 -0.128 -2.421
H -7.971 -2.314 2.720
H -7.886 -3.461 1.421
H -9.242 -0.440 2.877
H -10.303 0.311 1.712
H -11.035 -1.243 4.031
H -11.370 -2.263 2.644
H -12.154 -0.701 2.755
C 2.985 0.169 2.627
C 2.288 1.055 3.633
O 3.023 2.262 3.534
C 3.531 2.328 2.270
O 3.981 3.310 1.779
O 3.439 1.129 1.658
F 2.384 0.576 4.899
H 3.838 -0.349 3.059
H 2.320 -0.559 2.167
H 1.238 1.257 3.414
C 7.231 5.669 0.597
C 7.137 4.682 1.734
O 8.150 5.144 2.619
C 8.289 6.486 2.417
O 8.859 7.220 3.153
O 7.672 6.857 1.274
F 7.438 3.419 1.343
H 7.988 5.369 -0.128
H 6.281 5.839 0.097
H 6.178 4.673 2.252
C 2.716 -2.683 7.386
C 2.338 -3.867 6.525
O 2.579 -3.377 5.218
C 3.542 -2.422 5.309
O 4.128 -1.976 4.379
O 3.725 -2.049 6.593
F 1.030 -4.192 6.650
H 1.874 -2.002 7.513
H 3.109 -2.962 8.360
H 2.942 -4.762 6.688
C -1.664 -2.345 -6.252
C -2.043 -1.600 -4.993
O -3.462 -1.691 -5.002
C -3.795 -2.826 -5.669
O -4.872 -3.323 -5.667
O -2.728 -3.308 -6.352
F -1.688 -0.295 -5.049
H -1.681 -1.695 -7.127
H -0.699 -2.839 -6.187
H -1.655 -2.036 -4.072
C -6.077 -1.805 -4.344
C -7.379 -1.058 -4.150
O -8.017 -1.812 -3.133
C -7.041 -2.403 -2.394
O -7.192 -2.892 -1.325
O -5.851 -2.336 -3.035
F -8.148 -1.069 -5.264
H -6.186 -2.623 -5.055
H -5.251 -1.168 -4.649
H -7.264 -0.027 -3.809
C 12.352 6.485 1.474
C 13.167 6.101 0.263
O 12.229 5.357 -0.512
C 10.994 5.823 -0.199
O 10.005 5.605 -0.820
O 11.034 6.576 0.918
F 14.212 5.299 0.583
H 12.371 5.704 2.236
H 12.655 7.431 1.913
H 13.525 6.946 -0.315
C 14.178 10.456 -3.000
C 15.186 9.372 -3.312
O 15.598 8.963 -2.017
C 14.571 9.209 -1.164
O 14.484 8.765 -0.065
O 13.656 10.017 -1.740
F 16.253 9.845 -3.993
H 14.663 11.425 -2.875
H 13.386 10.538 -3.738
H 14.777 8.512 -3.845
C -3.916 -3.870 -9.081
C -4.648 -4.523 -10.231
O -4.613 -3.514 -11.226
C -3.505 -2.751 -11.002
O -3.043 -1.984 -11.775
O -3.004 -3.003 -9.766
F -5.936 -4.805 -9.926
H -4.591 -3.276 -8.464
H -3.382 -4.573 -8.452
H -4.171 -5.425 -10.618
*
```